Here is 11 unconnected molecules or ions with the total composition C41H99O24P3 from the OMol25 dataset. Energies are from ωB97M-V/def2-TZVPD.

E_LUMO: 0.50 eV
F_max: 2.388 eV/A
Structure (SMILES): COP(=O)(OC)OC.COP(=O)(OC)OC.COP(=O)(OC)OC.C1CCOC1.C1CCOC1.C1CCOC1.C1CCOC1.COCCOC.COCCOC.COCCOC.COCCOC
Energy relative to the best compared isomer or geometry (same formula, charge and spin): 22.1 kcal per mole

Atoms and positions in Å:
C (1.03, 2.69, -2.39)
O (1.26, 3.89, -1.66)
P (0.16, 5.06, -1.62)
O (0.28, 6.08, -0.59)
O (0.22, 5.58, -3.12)
C (-0.77, 6.37, -3.76)
O (-1.22, 4.24, -1.59)
C (-1.62, 3.56, -0.41)
H (1.84, 2.52, -3.09)
H (0.14, 2.75, -3.03)
H (0.92, 1.88, -1.68)
H (-0.26, 7.21, -4.23)
H (-1.47, 6.82, -3.04)
H (-1.34, 5.81, -4.50)
H (-1.04, 3.90, 0.46)
H (-1.55, 2.48, -0.55)
H (-2.67, 3.72, -0.18)
C (2.48, -2.77, 3.11)
O (3.56, -3.27, 2.33)
P (4.35, -2.37, 1.29)
O (5.34, -3.10, 0.51)
O (4.89, -1.16, 2.20)
C (6.27, -0.88, 2.23)
O (3.17, -1.66, 0.49)
C (3.42, -0.62, -0.44)
H (2.39, -1.69, 3.24)
H (2.55, -3.31, 4.06)
H (1.53, -3.05, 2.65)
H (6.53, 0.13, 1.88)
H (6.91, -1.47, 1.57)
H (6.72, -0.94, 3.22)
H (4.40, -0.72, -0.90)
H (3.43, 0.36, 0.04)
H (2.72, -0.64, -1.27)
C (-6.76, 4.19, -3.76)
O (-6.72, 2.83, -3.30)
P (-5.43, 2.36, -2.47)
O (-4.94, 3.23, -1.40)
O (-4.39, 1.93, -3.58)
C (-3.03, 1.70, -3.16)
O (-5.95, 0.93, -1.92)
C (-6.67, 0.93, -0.70)
H (-7.09, 4.20, -4.80)
H (-5.76, 4.63, -3.78)
H (-7.45, 4.72, -3.11)
H (-2.88, 1.76, -2.09)
H (-2.40, 2.48, -3.58)
H (-2.76, 0.73, -3.57)
H (-7.60, 0.37, -0.83)
H (-6.94, 1.91, -0.30)
H (-6.09, 0.45, 0.10)
C (4.55, 1.25, 6.66)
O (3.22, 0.79, 6.72)
C (3.07, -0.54, 6.30)
C (1.64, -0.99, 6.27)
O (1.02, -0.46, 5.13)
C (-0.25, -1.01, 4.86)
H (4.48, 2.33, 6.75)
H (5.03, 1.03, 5.69)
H (5.18, 0.77, 7.41)
H (3.65, -1.18, 6.98)
H (3.53, -0.70, 5.32)
H (1.16, -0.65, 7.20)
H (1.53, -2.08, 6.37)
H (-1.00, -0.76, 5.61)
H (-0.20, -2.09, 4.70)
H (-0.60, -0.64, 3.89)
C (3.78, -2.97, -4.83)
O (2.88, -2.91, -3.75)
C (3.36, -3.38, -2.50)
C (3.45, -4.88, -2.45)
O (2.20, -5.51, -2.54)
C (2.24, -6.83, -2.06)
H (4.70, -2.41, -4.66)
H (3.29, -2.40, -5.63)
H (3.84, -3.98, -5.25)
H (2.58, -3.13, -1.78)
H (4.23, -2.87, -2.07)
H (4.00, -5.11, -1.53)
H (4.08, -5.19, -3.29)
H (3.07, -7.42, -2.45)
H (1.34, -7.32, -2.42)
H (2.23, -6.89, -0.96)
C (0.06, 1.19, 1.50)
O (-1.32, 1.07, 1.82)
C (-1.80, -0.20, 1.46)
C (-2.26, -0.23, 0.03)
O (-1.30, -0.12, -1.03)
C (-0.41, -1.20, -1.02)
H (0.35, 2.22, 1.69)
H (0.35, 0.99, 0.47)
H (0.61, 0.51, 2.16)
H (-2.71, -0.39, 2.04)
H (-1.13, -1.03, 1.69)
H (-2.91, 0.64, -0.09)
H (-2.79, -1.17, -0.14)
H (0.08, -1.37, -0.05)
H (0.47, -1.05, -1.65)
H (-0.92, -2.09, -1.41)
C (-3.92, 3.00, 3.08)
O (-3.61, 2.60, 4.40)
C (-2.23, 2.38, 4.66)
C (-1.35, 3.57, 4.38)
O (-1.86, 4.79, 4.89)
C (-1.93, 4.85, 6.30)
H (-3.60, 4.02, 2.85)
H (-5.01, 2.95, 3.04)
H (-3.46, 2.35, 2.32)
H (-1.88, 1.45, 4.22)
H (-2.25, 2.13, 5.73)
H (-1.18, 3.71, 3.32)
H (-0.39, 3.41, 4.89)
H (-2.80, 4.30, 6.65)
H (-2.06, 5.91, 6.52)
H (-1.01, 4.46, 6.75)
C (-0.52, -4.98, -0.46)
C (-1.49, -5.29, 0.68)
C (-1.44, -4.05, 1.50)
O (-0.16, -3.46, 1.27)
C (0.58, -4.21, 0.31)
H (-1.00, -4.36, -1.22)
H (-0.08, -5.85, -0.94)
H (-1.18, -6.22, 1.17)
H (-2.50, -5.48, 0.31)
H (-1.55, -4.25, 2.58)
H (-2.21, -3.33, 1.21)
H (1.21, -4.96, 0.81)
H (1.26, -3.67, -0.34)
C (5.03, 3.23, 1.66)
C (4.78, 2.52, 3.01)
C (3.25, 2.50, 3.15)
O (2.80, 3.48, 2.22)
C (3.63, 3.46, 1.08)
H (5.66, 2.69, 0.96)
H (5.56, 4.18, 1.75)
H (5.21, 3.19, 3.75)
H (5.16, 1.50, 3.02)
H (2.90, 2.81, 4.13)
H (2.81, 1.56, 2.80)
H (3.56, 4.39, 0.53)
H (3.35, 2.57, 0.49)
C (-4.30, -3.70, -4.05)
C (-4.23, -2.32, -3.44)
C (-4.81, -2.52, -2.04)
O (-4.72, -3.93, -1.80)
C (-3.91, -4.53, -2.84)
H (-3.71, -3.76, -4.97)
H (-5.33, -3.95, -4.32)
H (-4.68, -1.56, -4.09)
H (-3.18, -2.02, -3.38)
H (-5.86, -2.22, -2.04)
H (-4.28, -1.94, -1.28)
H (-4.15, -5.59, -2.83)
H (-2.87, -4.36, -2.54)
C (1.04, 0.60, -6.45)
C (0.55, -0.81, -6.18)
C (0.32, -0.72, -4.67)
O (-0.29, 0.57, -4.52)
C (0.14, 1.44, -5.56)
H (1.02, 0.93, -7.49)
H (2.10, 0.73, -6.22)
H (1.28, -1.57, -6.47)
H (-0.40, -0.95, -6.70)
H (1.28, -0.77, -4.16)
H (-0.36, -1.46, -4.26)
H (0.63, 2.35, -5.19)
H (-0.73, 1.82, -6.11)